# C28H55N2O10P2

A cluster of 3 separate species, C28H55N2O10P2 in total (ωB97M-V with the def2-TZVPD basis set, the Open Molecules 2025 dataset).

The LUMO energy is 0.506 eV. The multiplicity is 1. The net charge is -1. The value obtained for the frontier orbital gap is 0.17302 hartree.

Last columns: bonded neighbours and bond lengths (Å).
Element x y z (Å)
1 C 4.98 5.24 1.75  C2 1.593, H21 1.121, H22 1.126, H23 1.128
2 C 4.35 3.86 1.27  C1 1.593, C3 1.582, H24 1.125, H25 1.128
3 C 4.32 2.83 2.47  C2 1.582, C4 1.573, H26 1.137, H27 1.125
4 C 3.90 1.37 2.08  C3 1.573, C5 1.599, H28 1.129, H29 1.120
5 C 2.43 1.23 1.46  C4 1.599, C6 1.592, N9 1.479, C18 1.578
6 C 2.40 1.51 -0.10  C5 1.592, C7 1.582, H30 1.126, H31 1.124
7 C 3.45 0.66 -0.93  C6 1.582, N8 1.488, H32 1.136, H33 1.121
8 N 4.36 1.46 -1.79  C7 1.488, H34 1.017, H35 1.015
9 N 2.00 -0.16 1.72  C5 1.479, C10 1.466, H36 1.019
10 C 0.60 -0.32 2.13  N9 1.466, C11 1.583, H37 1.136, H38 1.123
11 C -0.46 0.03 1.02  C10 1.583, C12 1.455, C17 1.473
12 C -0.53 -0.61 -0.29  C11 1.455, C13 1.474, H39 1.115
13 C -1.60 -0.16 -1.19  C12 1.474, C14 1.459, H40 1.117
14 C -2.57 0.87 -0.83  C13 1.459, C15 1.465, H41 1.120
15 C -2.52 1.49 0.49  C14 1.465, C16 1.553, C17 1.458
16 C -3.50 2.58 1.02  C15 1.553, H42 1.120, H43 1.126, H44 1.121
17 C -1.45 1.06 1.39  C11 1.473, C15 1.458, H45 1.116
18 C 1.56 2.36 2.13  C5 1.578, O19 1.258, O20 1.309
19 O 1.37 2.44 3.38  C18 1.258
20 O 0.95 3.24 1.38  C18 1.309
21 H 6.09 5.19 1.83  C1 1.121
22 H 4.63 6.04 1.04  C1 1.126
23 H 4.51 5.50 2.75  C1 1.128
24 H 4.88 3.43 0.38  C2 1.125
25 H 3.29 4.11 0.97  C2 1.128
26 H 5.41 2.76 2.81  C3 1.137
27 H 3.78 3.23 3.37  C3 1.125
28 H 3.86 0.77 3.04  C4 1.129
29 H 4.69 0.88 1.45  C4 1.120
30 H 1.39 1.30 -0.55  C6 1.126
31 H 2.59 2.59 -0.34  C6 1.124
32 H 2.86 0.00 -1.64  C7 1.136
33 H 4.08 -0.04 -0.32  C7 1.121
34 H 4.14 2.45 -1.79  N8 1.017
35 H 5.35 1.28 -1.61  N8 1.015
36 H 2.15 -0.79 0.94  N9 1.019
37 H 0.45 -1.42 2.32  C10 1.136
38 H 0.36 0.17 3.12  C10 1.123
39 H 0.21 -1.39 -0.58  C12 1.115
40 H -1.69 -0.60 -2.22  C13 1.117
41 H -3.36 1.22 -1.54  C14 1.120
42 H -3.41 3.52 0.42  C16 1.120
43 H -3.30 2.86 2.09  C16 1.126
44 H -4.55 2.19 0.98  C16 1.121
45 H -1.40 1.51 2.41  C17 1.116
46 O 2.26 -0.38 -7.59  P47 1.512
47 P 2.97 -1.55 -6.95  O46 1.512, O48 1.648, O51 1.652, O54 1.689
48 O 2.29 -2.77 -7.82  P47 1.648, C49 1.422
49 C 2.72 -2.96 -9.16  O48 1.422, C50 1.519, H57 1.095, H58 1.092
50 C 4.01 -3.76 -9.21  C49 1.519, H59 1.093, H60 1.092, H61 1.091
51 O 2.01 -1.66 -5.60  P47 1.652, C52 1.430
52 C 1.43 -0.49 -5.02  O51 1.430, C53 1.515, H62 1.091, H63 1.093
53 C -0.04 -0.40 -5.39  C52 1.515, H64 1.092, H65 1.093, H66 1.092
54 O 3.98 -2.69 -6.21  P47 1.689, C55 1.441
55 C 5.05 -2.17 -5.40  O54 1.441, C56 1.516, H67 1.093, H68 1.092
56 C 4.60 -1.96 -3.97  C55 1.516, H69 1.091, H70 1.092, H71 1.091
57 H 2.83 -2.00 -9.67  C49 1.095
58 H 1.93 -3.51 -9.68  C49 1.092
59 H 4.83 -3.19 -8.78  C50 1.093
60 H 4.27 -4.01 -10.25  C50 1.092
61 H 3.92 -4.68 -8.64  C50 1.091
62 H 1.98 0.41 -5.32  C52 1.091
63 H 1.53 -0.58 -3.94  C52 1.093
64 H -0.18 -0.38 -6.47  C53 1.092
65 H -0.48 0.50 -4.97  C53 1.093
66 H -0.58 -1.27 -5.01  C53 1.092
67 H 5.44 -1.24 -5.83  C55 1.093
68 H 5.85 -2.91 -5.43  C55 1.092
69 H 3.97 -1.07 -3.89  C56 1.091
70 H 5.46 -1.81 -3.31  C56 1.092
71 H 4.02 -2.81 -3.61  C56 1.091
72 O -5.58 0.56 3.80  P73 1.512
73 P -5.43 -0.52 4.85  O72 1.512, O74 1.640, O77 1.657, O80 1.692
74 O -4.01 -1.18 4.35  P73 1.640, C75 1.428
75 C -2.81 -0.47 4.61  O74 1.428, C76 1.518, H83 1.094, H84 1.091
76 C -2.32 -0.71 6.03  C75 1.518, H85 1.094, H86 1.092, H87 1.092
77 O -6.46 -1.62 4.16  P73 1.657, C78 1.425
78 C -7.59 -1.18 3.41  O77 1.425, C79 1.516, H88 1.092, H89 1.095
79 C -7.32 -1.30 1.93  C78 1.516, H90 1.091, H91 1.093, H92 1.092
80 O -5.40 -1.55 6.20  P73 1.692, C81 1.438
81 C -6.37 -1.29 7.23  O80 1.438, C82 1.518, H93 1.093, H94 1.092
82 C -7.66 -2.04 6.97  C81 1.518, H95 1.091, H96 1.092, H97 1.091
83 H -2.95 0.60 4.42  C75 1.094
84 H -2.06 -0.83 3.91  C75 1.091
85 H -3.02 -0.27 6.76  C76 1.094
86 H -1.34 -0.26 6.19  C76 1.092
87 H -2.27 -1.78 6.24  C76 1.092
88 H -7.87 -0.15 3.68  C78 1.092
89 H -8.44 -1.82 3.68  C78 1.095
90 H -6.44 -0.73 1.63  C79 1.091
91 H -8.18 -0.95 1.35  C79 1.093
92 H -7.13 -2.34 1.66  C79 1.092
93 H -6.55 -0.22 7.32  C81 1.093
94 H -5.93 -1.64 8.17  C81 1.092
95 H -8.23 -1.57 6.17  C82 1.091
96 H -8.29 -2.05 7.86  C82 1.092
97 H -7.46 -3.07 6.66  C82 1.091